[1]
Molecular formula: C33H65Cl4N9O11
Method: DFT, wB97M-V/def2-TZVPD

Computed properties:
LUMO   3.02 eV
Charge   -2

Last column: Mulliken charge in e.
Positions of all 122 atoms, in Å:
C  -4.334  -0.873  3.885  -1.351
C  -4.250  -1.220  2.404  -0.025
N  -3.833  -0.023  1.612  0.472
C  -4.004  0.131  0.257  -1.125
C  -3.734  1.396  -0.116  -0.709
N  -3.354  2.036  1.049  0.218
C  -3.326  1.148  2.086  -0.483
C  -2.846  3.392  1.062  -0.797
H  -5.016  -0.071  4.160  0.345
H  -3.343  -0.541  4.209  0.234
H  -4.455  -1.760  4.509  0.405
H  -5.224  -1.486  1.994  0.430
H  -3.585  -2.058  2.198  0.188
H  -4.213  -0.749  -0.332  0.807
H  -3.701  1.942  -1.055  0.428
H  -2.863  1.291  3.059  0.499
H  -3.438  3.893  0.298  0.545
H  -1.769  3.381  0.920  0.084
H  -3.039  3.807  2.050  0.330
C  0.392  -2.940  1.055  -0.994
C  -0.416  -1.738  1.643  1.309
N  -0.165  -0.599  0.796  0.946
C  -0.589  -0.455  -0.476  -0.698
C  -0.253  0.799  -0.836  -0.091
N  0.511  1.401  0.171  1.002
C  0.479  0.539  1.216  -1.367
C  0.959  2.778  0.184  -0.851
H  1.435  -2.847  1.361  0.054
H  0.367  -2.974  -0.034  0.147
H  0.009  -3.886  1.441  0.564
H  -0.035  -1.510  2.637  -0.347
H  -1.476  -1.985  1.637  -0.729
H  -1.215  -1.184  -0.966  0.718
H  -0.567  1.410  -1.676  0.095
H  0.905  0.719  2.198  0.577
H  2.017  2.796  0.404  0.124
H  0.415  3.327  0.954  0.387
H  0.771  3.291  -0.757  0.201
C  -2.570  3.629  -2.293  0.178
O  -3.817  3.444  -2.468  -0.809
O  -2.138  4.703  -1.722  -0.791
O  -1.754  2.631  -2.519  -0.462
C  -0.377  2.217  3.864  0.473
O  -0.688  0.976  3.937  -0.667
O  -1.267  3.152  3.957  -0.895
O  0.825  2.639  3.736  -0.749
Cl  4.730  2.246  1.355  -0.237
C  4.411  1.137  2.702  0.226
C  5.783  0.725  3.265  -0.597
Cl  6.810  2.000  3.963  -0.215
H  3.975  0.255  2.243  -0.106
H  3.797  1.575  3.485  0.205
H  6.364  0.218  2.496  0.367
H  5.535  -0.064  3.978  0.372
Cl  3.399  2.675  -5.461  -0.216
C  3.688  2.030  -3.853  -0.554
C  2.494  1.420  -3.161  0.531
Cl  2.223  -0.276  -3.666  -0.235
H  4.208  2.777  -3.256  0.342
H  4.392  1.211  -4.001  0.416
H  1.556  1.930  -3.377  -0.196
H  2.612  1.354  -2.081  -0.082
C  5.316  -5.827  -0.066  0.163
O  5.856  -6.137  -1.121  -0.603
N  4.090  -5.306  0.106  0.169
C  3.627  -4.930  1.445  -0.903
C  3.187  -5.075  -0.993  -0.945
H  5.813  -5.988  0.903  0.254
H  2.615  -5.221  1.728  0.259
H  3.655  -3.840  1.461  0.349
H  4.247  -5.343  2.239  0.310
H  3.531  -5.388  -1.978  0.311
H  2.197  -5.459  -0.744  0.311
H  3.031  -4.022  -1.252  0.342
C  1.103  5.989  -1.557  0.550
O  1.614  6.807  -0.793  -0.730
N  1.330  6.094  -2.890  0.173
C  0.633  5.203  -3.818  -0.539
C  2.135  7.191  -3.449  -0.982
H  0.370  5.191  -1.368  0.059
H  1.376  4.545  -4.276  0.002
H  0.201  5.795  -4.628  0.401
H  -0.185  4.678  -3.319  -0.015
H  2.314  8.006  -2.752  0.337
H  3.087  6.752  -3.753  0.278
H  1.601  7.646  -4.284  0.306
C  -3.646  0.204  -3.360  0.515
O  -4.673  -0.384  -3.042  -0.703
N  -2.787  -0.241  -4.284  0.150
C  -1.420  0.274  -4.394  -0.508
C  -2.976  -1.405  -5.121  -1.121
H  -3.189  1.094  -2.890  0.350
H  -1.133  0.352  -5.443  0.381
H  -0.750  -0.381  -3.834  0.371
H  -1.292  1.282  -3.990  -0.257
H  -2.133  -2.100  -5.026  0.315
H  -3.879  -1.990  -4.960  0.357
H  -2.870  -1.163  -6.183  0.387
C  -3.417  -3.462  -1.941  0.204
O  -3.336  -2.909  -0.856  -0.601
N  -2.784  -4.549  -2.361  0.269
C  -3.089  -5.323  -3.546  -0.942
C  -1.794  -5.193  -1.489  -1.146
H  -4.163  -3.072  -2.656  0.272
H  -3.432  -6.338  -3.343  0.320
H  -2.232  -5.387  -4.218  0.339
H  -3.853  -4.779  -4.104  0.293
H  -1.847  -4.718  -0.512  0.238
H  -2.100  -6.227  -1.312  0.375
H  -0.783  -5.219  -1.893  0.390
C  1.398  0.025  4.361  -0.577
O  2.006  -0.667  3.538  -0.738
N  1.056  -0.393  5.591  0.531
C  0.480  0.533  6.571  -0.892
C  1.502  -1.657  6.126  -1.049
H  0.988  1.038  4.193  1.003
H  -0.240  0.006  7.195  0.326
H  -0.017  1.299  5.975  0.292
H  1.247  0.962  7.219  0.278
H  2.483  -1.499  6.588  0.338
H  0.862  -2.136  6.868  0.315
H  1.662  -2.421  5.365  0.233

[2]
Molecular formula: C33H65ClF5IN6NbO6SSi
Method: DFT, wB97M-V/def2-TZVPD

Computed properties:
LUMO   1.43 eV
Charge   -1

Last column: Mulliken charge in e.
Positions of all 120 atoms, in Å:
C  -3.179  -0.158  -2.087  -0.963
Si  -1.391  0.387  -2.096  -0.099
C  -0.769  0.454  -3.875  -1.259
C  -1.240  2.120  -1.338  0.297
C  -0.847  2.124  0.157  -0.290
C  0.287  3.063  0.603  0.524
F  0.869  3.667  -0.524  0.033
F  -0.311  4.146  1.259  -0.375
Nb  1.947  2.121  1.892  -0.602
S  3.675  1.057  3.323  -0.324
Cl  3.049  1.252  -0.038  -0.455
C  2.902  4.171  2.044  -0.913
C  4.265  4.216  1.336  -0.450
C  4.088  4.619  -0.113  -0.659
I  5.866  4.309  -1.269  -0.088
C  0.773  2.792  3.765  0.623
F  0.829  4.137  4.074  -0.310
F  1.275  2.187  4.902  -0.300
F  -0.576  2.502  3.799  -0.261
C  -0.370  -0.853  -1.131  0.587
C  0.934  -1.181  -1.503  -0.450
C  1.697  -2.076  -0.755  -0.675
C  1.163  -2.649  0.390  -0.501
C  -0.133  -2.338  0.784  -1.014
C  -0.892  -1.454  0.023  -0.196
H  -3.588  -0.091  -1.080  0.334
H  -3.773  0.429  -2.783  0.404
H  -3.211  -1.193  -2.412  0.216
H  -1.609  0.571  -4.559  0.328
H  -0.243  -0.456  -4.162  0.407
H  -0.097  1.298  -4.026  0.315
H  -2.220  2.587  -1.453  0.566
H  -0.551  2.697  -1.947  -0.303
H  -0.595  1.122  0.491  -0.321
H  -1.707  2.428  0.753  0.339
H  0.902  0.627  2.143  0.288
H  3.736  1.781  4.442  0.059
H  2.247  4.954  1.654  0.436
H  3.050  4.410  3.098  0.449
H  4.804  3.271  1.407  0.422
H  4.893  4.966  1.822  0.417
H  3.330  4.029  -0.615  -0.027
H  3.849  5.672  -0.209  0.512
H  1.377  -0.719  -2.375  0.387
H  2.707  -2.306  -1.059  0.436
H  1.761  -3.321  0.989  0.398
H  -0.536  -2.762  1.693  0.590
H  -1.896  -1.218  0.353  0.547
C  -5.370  -3.729  -2.437  0.049
O  -4.655  -2.877  -2.929  -0.536
N  -5.099  -4.304  -1.252  0.169
C  -5.917  -5.335  -0.652  -0.805
C  -3.910  -3.851  -0.543  -0.416
H  -6.295  -4.098  -2.913  0.238
H  -6.294  -5.021  0.321  0.297
H  -5.330  -6.245  -0.507  0.248
H  -6.757  -5.566  -1.306  0.306
H  -3.973  -2.783  -0.332  0.170
H  -3.014  -4.015  -1.143  0.312
H  -3.838  -4.398  0.392  -0.039
C  -3.930  -5.835  2.863  0.059
O  -5.050  -5.518  2.506  -0.603
N  -3.495  -7.105  2.956  0.114
C  -2.146  -7.426  3.377  -0.926
C  -4.415  -8.176  2.620  -0.896
H  -3.164  -5.092  3.136  0.365
H  -1.614  -7.972  2.597  0.346
H  -2.156  -8.035  4.284  0.339
H  -1.605  -6.505  3.584  0.295
H  -4.755  -8.084  1.588  0.227
H  -5.295  -8.146  3.263  0.301
H  -3.907  -9.129  2.748  0.387
C  7.567  -3.560  2.925  0.126
O  7.496  -3.864  1.750  -0.590
N  7.049  -2.446  3.468  0.170
C  7.176  -2.153  4.878  -0.862
C  6.330  -1.500  2.624  -0.812
H  8.082  -4.197  3.667  0.243
H  6.194  -2.073  5.348  0.296
H  7.709  -1.213  5.034  0.304
H  7.732  -2.953  5.365  0.310
H  5.468  -1.979  2.161  0.328
H  6.977  -1.123  1.832  0.287
H  5.986  -0.674  3.239  0.206
C  -0.094  4.616  -4.426  -0.151
O  -0.349  4.338  -5.586  -0.640
N  -0.575  5.696  -3.790  0.181
C  -0.250  5.976  -2.404  -0.601
C  -1.449  6.592  -4.522  -0.981
H  0.557  3.992  -3.793  0.511
H  -1.153  5.992  -1.792  0.368
H  0.253  6.941  -2.312  0.421
H  0.405  5.199  -2.022  -0.124
H  -2.338  6.066  -4.873  0.290
H  -0.940  7.002  -5.396  0.272
H  -1.747  7.404  -3.863  0.400
C  1.045  -2.274  6.690  0.105
O  0.894  -2.580  5.525  -0.578
N  0.589  -1.146  7.264  0.195
C  0.774  -0.885  8.672  -0.925
C  -0.115  -0.157  6.452  -0.961
H  1.575  -2.929  7.408  0.242
H  -0.188  -0.776  9.180  0.330
H  1.350  0.030  8.829  0.322
H  1.313  -1.715  9.127  0.299
H  -0.992  -0.616  5.995  0.289
H  0.525  0.223  5.660  0.272
H  -0.425  0.668  7.089  0.370
C  -2.394  3.783  -10.553  0.141
O  -2.863  4.882  -10.787  -0.600
N  -1.517  3.514  -9.574  0.144
C  -0.997  2.182  -9.351  -0.859
C  -1.075  4.590  -8.699  -0.971
H  -2.661  2.891  -11.148  0.249
H  -1.248  1.830  -8.349  0.314
H  0.090  2.167  -9.456  0.305
H  -1.427  1.499  -10.081  0.300
H  -1.922  5.027  -8.173  0.276
H  -0.593  5.379  -9.278  0.311
H  -0.381  4.193  -7.965  0.401